Entry 1:
Computed, not measured: a cluster of 2 separate species, C23H34N2O4 in total at a distorted geometry, with ωB97M-V/def2-TZVPD.

Output
- highest occupied orbital energy (eV) = -8.2589
- strongest force on any atom (eV/Å) = 15.291
- energy relative to the best compared isomer or geometry (same formula, charge and spin) (eV) = 23.456

```
! RIJCOSX wB97M-V def2-TZVPD def2/J DEFGRID3
* xyz 0 1
C 1.93557 -2.00900 -2.37042
C 1.91075 -3.24928 -1.62891
H 2.69668 -3.19722 -0.79562
H 2.14667 -4.14688 -2.35677
C 0.47566 -3.71652 -1.05187
N 0.93713 -4.61429 0.17891
C 0.93289 -4.23060 1.42435
O 0.78461 -4.98144 2.51757
C 0.35860 -2.79604 1.80169
C 1.41501 -1.72343 1.61818
C 1.19603 -0.48615 2.11909
C -0.19533 -0.16216 2.40171
C -1.22578 -1.00883 2.26111
C -0.79517 -2.31364 2.27547
H -1.72526 -3.11844 2.29029
H -1.95516 -0.74766 2.71919
O -0.47061 1.27924 2.42494
C 0.46880 2.29702 2.36497
C -0.29426 3.59433 3.29186
C -1.38565 3.96742 2.56052
N -1.34722 4.23562 1.11971
C -1.12432 5.49894 0.81505
O -1.55917 6.49095 1.59456
C -0.77368 5.84526 -0.68371
C -2.23504 5.24933 -1.53694
O -1.47453 4.46416 -2.60953
C -0.74987 5.00342 -3.87301
H 0.08708 5.58638 -3.16588
H -1.26801 5.60483 -4.30187
H -0.33542 4.22962 -4.37115
H -2.55194 6.11273 -2.13771
H -2.88009 4.68014 -1.19018
H -0.88700 6.99466 -0.78359
H 0.00634 5.44105 -1.08951
C -0.78221 3.13255 0.30224
H -1.49118 2.39865 0.67781
C 0.37410 2.67766 0.94778
H 1.55872 3.51967 0.86874
H 0.90842 1.80049 0.41314
H -0.57929 3.29643 -0.56443
H -2.11476 3.29017 2.49395
H -1.62554 4.77889 3.07215
H 0.55740 4.23065 3.14461
H -0.38848 3.16817 4.06671
H 1.30932 1.94891 2.92077
H 1.92131 0.44250 1.76569
H 2.45582 -1.95901 1.26383
C 1.21673 -5.81313 -0.16501
C -0.00534 -6.59883 -0.75024
C -0.04189 -5.92719 -2.06349
C -0.48661 -4.33927 -1.72709
H -0.59319 -3.74701 -2.64085
H -1.52057 -4.15948 -1.17887
H 0.86615 -5.77265 -2.82662
H -0.84665 -6.09406 -2.77113
H 0.57469 -7.55664 -0.98005
H -0.88685 -6.65256 -0.32092
H 1.39866 -6.52772 0.94226
H 2.17112 -5.96226 -0.47224
H 0.49253 -2.57386 -0.51033
H 2.70099 -1.82263 -2.95026
H 1.74310 -1.19366 -1.68649
H 0.99518 -2.05831 -3.10411
*
```


Entry 2:
Computed, not measured: a structure of composition C23H34N2OP2Tc at a distorted geometry, with ωB97M-V/def2-TZVPD.

Output
- highest occupied orbital energy (alpha / beta) (eV) = -11.6518 / -12.9837
- strongest force on any atom (eV/Å) = 3.197
- energy relative to the best compared isomer or geometry (same formula, charge and spin) (eV) = 0.000

```
! RIJCOSX wB97M-V def2-TZVPD def2/J DEFGRID3
* xyz 2 4
C 4.15622 -2.23506 0.55203
C 3.18629 -1.72386 -0.30368
C 2.29237 -2.66335 -0.92453
C 2.10298 -3.97236 -0.34214
C 3.01663 -4.39043 0.65544
C 4.06051 -3.55549 1.03869
C 1.00612 -4.71703 -0.80664
C 0.05492 -4.14362 -1.67296
C 0.37137 -2.83391 -2.19395
C -0.63472 -2.05919 -2.85587
C -1.75568 -2.73034 -3.33750
C -2.02637 -4.05236 -2.93237
C -1.17234 -4.72533 -2.06194
H 4.99722 -1.61051 0.85987
H 2.90535 -5.39260 1.07299
H 4.84289 -3.94095 1.70053
H 0.91847 -5.76982 -0.54538
H -2.43414 -2.21963 -4.02129
H -2.90453 -4.56137 -3.33793
H -1.40168 -5.73940 -1.72078
N 1.64008 -2.37497 -2.07280
Tc -0.44710 0.72549 0.66228
C 3.02473 -0.24331 -0.60399
H 2.63873 -0.14408 -1.62609
H 3.99066 0.28325 -0.50716
C -0.42960 -0.56588 -2.98828
H 0.64820 -0.39182 -3.09268
H -0.96021 -0.21033 -3.88547
P 1.78919 0.73888 0.43667
P -0.92496 0.57558 -1.58186
C -2.71902 0.70967 -1.82165
H -3.14152 1.41630 -1.09475
H -2.91389 1.07863 -2.83523
H -3.19055 -0.27030 -1.70380
C -0.44425 2.16315 -2.34679
H -1.14032 2.37167 -3.16632
H -0.53270 2.96093 -1.60267
H 0.57893 2.11816 -2.73055
C 2.52798 0.65922 2.10134
H 3.56374 1.01999 2.05644
H 1.93906 1.28730 2.79031
H 2.50214 -0.38605 2.43396
C 2.25684 2.46666 0.00803
H 1.63263 3.17019 0.58242
H 3.30585 2.61931 0.29355
H 2.14777 2.66010 -1.06677
H 0.18625 -0.37320 1.55180
H -0.77489 -0.73777 -0.07636
C -3.40057 4.30210 3.53897
N -2.23559 3.59886 3.05091
C -0.92521 4.22410 3.19167
C -2.31699 2.47588 2.33907
C -3.60125 1.74687 2.12837
O -1.18691 2.06437 1.88409
H -3.02952 5.17892 4.06825
H -3.97936 3.67040 4.22292
H -4.04128 4.61874 2.70594
H -0.24580 3.57284 3.76302
H -0.47689 4.44100 2.20975
H -1.08667 5.15908 3.73743
H -4.30623 2.27717 1.47078
H -3.40265 0.77588 1.65902
H -4.10077 1.60359 3.09368
*
```


Entry 3:
Computed, not measured: a structure of composition C23H35AsBr2F6GeN4O7S5Si2W at a distorted geometry, with ωB97M-V/def2-TZVPD.

Output
- highest occupied orbital energy (alpha / beta) (eV) = -7.4033 / -7.4031
- strongest force on any atom (eV/Å) = 3.190
- energy relative to the best compared isomer or geometry (same formula, charge and spin) (eV) = 2.680

```
! RIJCOSX wB97M-V def2-TZVPD def2/J DEFGRID3
* xyz 0 1
W 0.45482 0.48301 0.25080
F 5.72413 -0.41880 0.05637
C 4.96083 0.12412 -0.86998
F 4.32797 -0.82127 -1.55897
F 5.72123 0.82392 -1.69602
S 3.70193 1.25525 -0.05131
O 2.40486 0.44920 -0.23033
O 4.16246 1.37259 1.28807
N 3.75039 2.38480 -1.11526
S 2.46652 3.17548 -1.66782
O 1.24639 2.39384 -1.48577
O 2.44505 4.58516 -1.48830
C 2.80071 2.83473 -3.45471
F 1.87749 3.41696 -4.20839
F 2.71026 1.50464 -3.63702
F 4.00755 3.21793 -3.83451
Br -0.14220 3.83259 6.89546
C -0.01489 2.30328 5.80302
C 1.13657 1.54064 5.80825
C 1.17170 0.42789 4.98231
N 0.16119 0.05464 4.19674
C -0.93325 0.81641 4.19915
C -1.07539 1.94671 4.99545
C -2.06810 0.36375 3.33749
C -3.25614 0.11479 4.00259
C -4.30453 -0.44935 3.29229
Br -5.86938 -0.97435 4.19973
C -4.15841 -0.66600 1.95575
C -2.97040 -0.23944 1.35143
N -1.88059 0.12190 2.02731
H 1.99474 1.81861 6.40418
H 2.06136 -0.19181 4.94126
H -1.97939 2.53862 4.95111
H -3.33540 0.29629 5.06478
H -4.94792 -1.07038 1.33553
H -2.81491 -0.55494 0.33020
C -3.53912 0.42571 -3.90212
Si -2.13486 1.50909 -3.43323
C -0.84998 1.68632 -4.75225
C -2.63823 3.17537 -2.85575
As -0.89422 0.49722 -1.59528
Si -0.64952 -1.73520 -2.61440
C -1.61938 -3.07043 -1.76498
C 1.18637 -2.03165 -2.47552
C -1.01508 -1.96436 -4.43035
H -3.76293 0.52824 -4.96783
H -4.40885 0.72356 -3.31832
H -3.34162 -0.62499 -3.67614
H -1.25871 1.49535 -5.74702
H -0.00773 1.00887 -4.57981
H -0.45511 2.70253 -4.72171
H -2.82009 3.84977 -3.69858
H -1.85617 3.59856 -2.21958
H -3.54499 3.10828 -2.25352
H -1.10772 -3.48391 -0.89590
H -1.78753 -3.88382 -2.47572
H -2.59984 -2.70960 -1.42983
H 1.58206 -1.68381 -1.53008
H 1.70600 -1.46727 -3.26021
H 1.43928 -3.09031 -2.59203
H -1.90373 -2.58648 -4.55171
H -0.16173 -2.47324 -4.88619
H -1.19309 -1.03723 -4.97864
S -3.81505 2.15643 0.42866
C -5.00919 1.39413 -0.44254
N -5.83314 0.81433 -1.02971
C 1.87396 -4.23208 0.11633
Ge 1.69459 -2.76438 1.39757
C 1.20004 -3.54590 3.11321
C 3.47958 -2.05683 1.69636
C 0.21904 -1.49205 0.97426
H 2.08637 -5.13909 0.69075
H 2.70272 -4.06311 -0.57396
H 0.96492 -4.41008 -0.46204
H 1.97275 -4.26006 3.40722
H 0.24137 -4.06883 3.07518
H 1.13360 -2.76798 3.87705
H 3.94042 -2.64959 2.48835
H 3.49009 -1.01194 2.01282
H 4.08967 -2.16871 0.79694
H 0.00604 -1.19235 2.00739
H -0.63194 -2.09632 0.68135
O 2.05002 3.10702 1.13835
S 0.98534 2.55186 1.90344
O 1.15266 0.97315 1.95244
O 0.81067 3.13806 3.18632
S -0.70535 2.50635 0.80004
*
```


Entry 4:
Computed, not measured: a structure of composition C23H35B3F16O8 at a distorted geometry, with ωB97M-V/def2-TZVPD.

Output
- highest occupied orbital energy (eV) = -9.9899
- strongest force on any atom (eV/Å) = 2.464

```
! RIJCOSX wB97M-V def2-TZVPD def2/J DEFGRID3
* xyz 0 1
C -3.74437 -2.25623 -1.62441
O -3.82530 -1.02895 -0.94251
C -2.69215 -0.17720 -1.15946
C -2.15927 0.32103 0.17080
C -2.03487 -0.74521 1.24449
C -1.01620 -1.87147 0.98107
C 0.18026 -1.47915 0.13523
C 1.09218 -2.68019 -0.11082
C 2.03366 -2.56349 -1.32214
C 3.42953 -2.08674 -0.92726
C 3.37044 -0.65544 -0.37404
B 4.61538 0.24029 -0.61313
O 4.59919 1.56794 -0.13177
B 5.57347 1.68712 0.82948
O 6.75920 1.05562 0.58429
B 6.77451 0.75152 -0.78748
C 7.78014 1.44171 -1.77104
C 7.06992 1.95657 -3.05135
C 6.65394 3.38378 -2.94129
O 7.41498 4.30509 -3.25043
O 5.40623 3.59558 -2.49017
O 5.79921 -0.14832 -1.19420
H -4.63988 -2.81317 -1.38068
H -3.67300 -2.08414 -2.69633
H -2.88874 -2.84706 -1.30073
H -3.04876 0.67328 -1.73271
H -1.95404 -0.74722 -1.70829
H -1.21657 0.83559 0.03173
H -2.86804 1.06548 0.51917
H -1.76544 -0.26543 2.17853
H -3.01753 -1.16919 1.39073
H -0.63047 -2.17645 1.94497
H -1.52625 -2.71226 0.52587
H 0.74575 -0.73965 0.68881
H -0.08885 -1.06616 -0.82692
H 0.45911 -3.54850 -0.25838
H 1.70683 -2.89558 0.75904
H 2.11867 -3.55606 -1.75094
H 1.62440 -1.91682 -2.09095
H 3.71760 -2.73586 -0.11080
H 4.13173 -2.18832 -1.74380
H 2.51039 -0.11257 -0.74819
H 3.24860 -0.70411 0.70312
H 5.36522 2.32055 1.81309
H 8.62452 0.81602 -2.02650
H 8.17033 2.30553 -1.24482
H 7.77631 1.92667 -3.86387
H 6.25388 1.29342 -3.30938
H 5.25576 4.55231 -2.50612
C 3.76537 1.06031 5.16489
C 2.69220 1.23840 4.06910
C 2.47529 2.63215 3.46143
F 2.08503 3.53848 4.37188
F 1.50000 2.54056 2.52624
F 1.52080 0.72471 4.49760
F 3.10432 0.46683 3.02041
O 3.38970 1.01776 6.54179
C 3.23925 2.13106 7.34153
C 1.80041 2.29723 7.85622
F 0.91539 2.36734 6.84878
F 1.72468 3.44422 8.56895
F 3.70008 3.24680 6.74601
F 4.00167 1.92751 8.43796
H 4.15139 0.05739 4.99140
H 4.60553 1.73609 5.00602
H 3.39046 2.98190 2.97596
H 1.53751 1.45303 8.49721
C -6.95836 -0.86985 -2.83100
C -8.07790 -1.27487 -1.85042
C -8.67899 -2.68236 -1.96007
F -9.25537 -2.90539 -3.15406
F -9.63374 -2.81878 -1.01056
F -9.06019 -0.34905 -1.87967
F -7.51983 -1.22527 -0.60855
O -7.28467 -0.09429 -3.98534
C -7.71495 -0.63495 -5.17466
C -9.14120 -0.19751 -5.53988
F -10.02062 -0.51913 -4.57720
F -9.51031 -0.82720 -6.67980
F -7.57381 -1.97418 -5.20392
F -6.91438 -0.13464 -6.14354
H -6.31941 -0.20131 -2.25631
H -6.33048 -1.72072 -3.09327
H -7.90837 -3.43932 -1.78778
H -9.16808 0.88289 -5.69683
*
```


The records above yield electronic energy values of -35551.461; -50189.482; -390210.191; -86314.634 eV, respectively.